57
Properties=species:S:1:pos:R:3:lowdin_charge:R:1 method="wB97M-V/def2-TZVPD" multiplicity=1 lumo_energy_ev=-6.1 fmax_ev_per_a=4.660 gap_ha=0.0796
Zn 1.64497 0.63801 1.55502 0.467
O 7.96186 2.82961 -0.59103 0.168
C 7.09279 3.03097 0.39014 -0.799
O 7.26621 3.99518 1.09997 0.155
O 6.09552 2.27232 0.64823 0.139
H 8.37768 3.59921 -0.19554 0.103
O 0.68130 4.99066 6.93485 0.142
C 1.51745 4.77769 5.91173 -0.793
O 1.11221 3.99989 5.01233 0.150
O 2.57018 5.38804 5.81585 0.153
H 1.21741 5.62580 7.41526 0.116
C -3.01345 4.49864 -6.77485 -0.010
C -2.37876 5.59234 -5.81807 -0.265
C -3.24630 6.01801 -4.70451 -0.130
O -2.95684 5.16334 -3.62481 0.095
C -1.77915 4.62123 -3.81295 -0.550
O -1.28289 3.87750 -2.95780 0.114
O -1.36682 4.85709 -5.07816 0.071
H -3.67796 3.86319 -6.18942 0.086
H -2.27439 3.86928 -7.27063 0.084
H -3.54405 5.07478 -7.53288 0.078
H -1.96153 6.32815 -6.50555 0.151
H -4.30539 5.95012 -4.95314 0.139
H -3.15628 7.05456 -4.37962 0.138
C -1.48679 -4.50314 -6.97751 -0.020
C -1.28543 -4.91369 -5.48246 -0.329
C -0.11616 -5.82210 -5.16581 -0.087
O 0.53502 -5.21538 -4.06255 0.091
C 0.11273 -3.97795 -3.93603 -0.492
O 0.58199 -3.12549 -3.15373 0.108
O -0.85189 -3.74419 -4.89679 0.060
H -2.36420 -3.86043 -7.04941 0.079
H -1.48968 -5.30746 -7.71315 0.080
H -0.79126 -3.76762 -7.38169 0.084
H -2.26139 -5.24985 -5.13234 0.151
H 0.61873 -5.93763 -5.96248 0.141
H -0.51638 -6.79790 -4.89056 0.135
C 6.38847 -1.13478 8.23110 -0.084
C 6.44227 -2.66244 8.21490 -0.323
O 5.90421 -2.86331 6.92480 0.134
C 5.00193 -1.91897 6.62994 -0.493
O 4.19920 -1.89048 5.69671 0.136
O 5.26178 -0.84394 7.44306 0.066
F 5.64328 -3.03160 9.19684 0.106
H 7.23518 -0.65294 7.74219 0.142
H 6.25251 -0.79381 9.25743 0.141
H 7.45273 -3.04743 8.35220 0.174
C -6.40568 -3.28438 3.70779 -0.026
C -6.87708 -2.71752 2.35665 -0.357
O -5.76884 -2.05929 1.91451 0.138
C -4.80088 -1.96267 2.86026 -0.553
O -3.71727 -1.46587 2.64111 0.156
O -5.20338 -2.54854 3.95812 0.099
F -7.90388 -1.85577 2.44311 0.096
H -6.14218 -4.34161 3.73831 0.141
H -7.20481 -3.05326 4.41213 0.140
H -7.03660 -3.56415 1.68891 0.167